DFT (wB97M-V/def2-TZVPD) results for an isolated ion of composition C17H15ClN and charge +1 at a distorted geometry.

Element x y z (Å)
1 Cl 4.820 -4.215 0.734
2 C 4.034 -2.677 0.506
3 C 4.719 -1.426 0.617
4 C 4.093 -0.212 0.476
5 C 2.702 -0.182 0.165
6 C 1.924 0.999 -0.042
7 C 0.589 0.935 -0.378
8 C -0.161 2.229 -0.619
9 C -1.358 2.459 0.351
10 C -2.401 1.336 0.173
11 C -2.903 1.130 -1.130
12 C -3.815 0.094 -1.339
13 C -4.221 -0.714 -0.268
14 C -3.743 -0.470 1.019
15 C -2.817 0.564 1.258
16 N 0.026 -0.304 -0.508
17 C 0.679 -1.441 -0.317
18 C 2.043 -1.443 0.025
19 C 2.695 -2.698 0.206
20 H 5.793 -1.408 0.825
21 H 4.642 0.729 0.582
22 H 2.384 1.984 0.057
23 H 0.543 3.067 -0.477
24 H -0.543 2.329 -1.648
25 H -1.066 2.544 1.409
26 H -1.822 3.418 0.054
27 H -2.593 1.760 -1.966
28 H -4.211 -0.114 -2.339
29 H -4.914 -1.548 -0.399
30 H -4.076 -1.072 1.869
31 H -2.407 0.775 2.250
32 H -0.956 -0.390 -0.780
33 H 0.164 -2.396 -0.456
34 H 2.156 -3.642 0.090

As for the SMILES: Clc1ccc2cc(CCc3ccccc3)[nH+]cc2c1. The lowest unoccupied orbital energy comes out at -0.1597 Eh. Its multiplicity is 1. The charge is +1. For the gap between HOMO and LUMO, the calculation gives 7.932 eV. The electronic energy is -31879.5342 eV.

DFT (wB97M-V/def2-TZVPD) results for C15H30BrFIN5O9S as an isolated structure at a distorted geometry.

Element x y z (Å)
1 O -9.420 1.964 3.280
2 C -8.907 1.982 2.227
3 Br -9.932 2.463 0.663
4 C -7.456 1.600 2.015
5 N -6.561 2.682 2.482
6 I -6.627 4.308 1.186
7 C -5.232 2.336 2.658
8 O -4.292 3.069 2.690
9 O -5.015 0.941 2.833
10 S -4.477 0.149 1.569
11 O -5.322 -0.948 1.282
12 O -3.116 -0.122 1.842
13 F -4.606 1.143 0.404
14 H -7.284 1.350 0.969
15 H -7.298 0.715 2.627
16 C -2.947 -1.420 -1.159
17 C -2.711 -2.156 -2.459
18 O -3.564 -2.845 -2.995
19 N -1.477 -1.983 -2.991
20 C -0.395 -1.185 -2.421
21 H -3.954 -1.618 -0.808
22 H -2.241 -1.766 -0.405
23 H -2.821 -0.345 -1.306
24 H -1.323 -2.463 -3.863
25 H -0.099 -0.393 -3.102
26 H 0.476 -1.810 -2.234
27 H -0.720 -0.744 -1.486
28 C 4.427 0.060 -2.068
29 C 3.104 0.663 -2.471
30 O 2.211 -0.004 -2.980
31 N 2.913 1.988 -2.241
32 C 3.830 2.936 -1.638
33 H 4.422 -0.989 -2.313
34 H 5.243 0.543 -2.609
35 H 4.591 0.171 -0.997
36 H 2.008 2.324 -2.531
37 H 3.385 3.366 -0.739
38 H 4.048 3.746 -2.338
39 H 4.760 2.448 -1.370
40 C 5.919 -2.829 1.035
41 C 5.940 -3.173 -0.437
42 O 5.823 -2.317 -1.300
43 N 6.092 -4.479 -0.772
44 C 6.241 -5.622 0.109
45 H 5.791 -1.756 1.135
46 H 5.091 -3.331 1.537
47 H 6.855 -3.117 1.513
48 H 6.097 -4.641 -1.767
49 H 7.190 -6.125 -0.085
50 H 5.433 -6.336 -0.060
51 H 6.218 -5.312 1.147
52 C 0.080 1.435 0.268
53 C 0.761 2.635 0.889
54 O 1.664 3.230 0.321
55 N 0.328 3.029 2.116
56 C -0.727 2.436 2.925
57 H 0.534 1.246 -0.701
58 H 0.204 0.550 0.893
59 H -0.986 1.623 0.128
60 H 0.818 3.831 2.480
61 H -1.499 3.179 3.120
62 H -0.310 2.099 3.876
63 H -1.177 1.586 2.425

The lowest unoccupied orbital energy comes out at -0.0658 Eh. Its multiplicity is 1. For the gap between HOMO and LUMO, the calculation gives 7.066 eV. The electronic energy is -133615.3172 eV.

DFT (wB97M-V/def2-TZVPD) results for one molecule with the formula H6NP3 at a distorted geometry.

Element x y z (Å)
1 N 1.409 0.348 0.462
2 P -0.193 0.425 0.407
3 P -1.245 -1.541 0.420
4 P -0.902 1.183 -1.539
5 H 1.474 -0.555 1.203
6 H -0.953 1.313 1.341
7 H -2.109 -0.766 -0.590
8 H -0.205 -1.744 -0.516
9 H -0.096 0.404 -2.363
10 H -0.206 2.368 -1.496

As for the SMILES: N=[PH](P)P. The relative energy (zero: lowest compared OMol25 entry of this formula, charge and spin) comes out at 38.9 kcal per mole. The lowest unoccupied orbital energy comes out at 0.0114 Eh. Its multiplicity is 1. For the gap between HOMO and LUMO, the calculation gives 9.064 eV. The electronic energy is -29450.9714 eV.

> lowest unoccupied orbital energy of number 2 (C15H30BrFIN5O9S)?

-0.0658 Eh